1.
Molecular formula: C29H19Co2F6O6
Method: DFT, the ωB97M-V functional and the def2-TZVPD basis

Last column: natural (NBO) charge in e.
CARTESIAN COORDINATES (ANGSTROEM)
O -0.6233 4.6829 5.6906  -0.495
C 0.1489 4.0612 5.1139  0.477
Co 1.2958 3.0747 4.2042  0.017
C 2.0852 2.1229 5.4690  0.576
O 2.6884 1.4301 6.1822  -0.513
C 0.3912 1.6882 3.5952  0.453
O -0.1300 0.7501 3.1643  -0.498
C 3.0072 3.3262 3.1579  -0.570
C 3.3293 2.2480 2.3660  0.121
C 4.0504 1.0490 2.4621  -0.183
C 3.5631 -0.1921 2.1114  -0.022
C 4.0882 -1.4399 2.7389  -0.463
C 4.9963 -1.1724 3.9451  -0.395
C 6.0410 -0.1000 3.6175  -0.393
C 5.3866 1.2155 3.1644  -0.428
Co 2.1542 3.3358 1.5950  -0.068
C 0.6189 4.2398 2.0404  0.494
O -0.3085 4.9426 1.9937  -0.502
C 1.5292 2.0601 0.5468  0.562
O 1.1251 1.2402 -0.1737  -0.464
C 3.0849 4.3083 0.4076  0.585
O 3.7478 4.8549 -0.3647  -0.481
H 3.7079 4.0920 3.5106  0.228
H 2.7774 -0.2731 1.3735  0.229
H 3.2639 -2.0998 3.0454  0.241
H 4.6562 -2.0043 1.9852  0.231
H 4.3902 -0.8001 4.7790  0.205
H 5.4908 -2.0879 4.2899  0.215
H 6.6821 0.1046 4.4863  0.213
H 6.7022 -0.4569 2.8182  0.197
H 6.0704 1.7771 2.5056  0.220
H 5.2668 1.8600 4.0516  0.212
F 2.6617 -1.2715 -8.1073  -0.345
C 1.9001 -0.2455 -7.6055  0.984
F 2.6737 0.8787 -7.6320  -0.342
F 0.8775 -0.0302 -8.4998  -0.350
C 1.3941 -0.5696 -6.2226  -0.267
C 1.2961 0.4164 -5.2361  -0.176
C 0.9162 0.0582 -3.9485  -0.258
C 0.6188 -1.3039 -3.5910  -0.009
C 0.3491 -1.6386 -2.2216  -0.443
C -0.4645 -2.6966 -1.7231  0.001
C -0.7395 -3.9213 -2.4056  -0.230
C -1.3719 -4.9847 -1.7858  -0.173
C -1.8287 -4.8555 -0.4791  -0.286
C -2.4390 -6.0611 0.1864  0.984
F -2.4241 -5.9716 1.5482  -0.343
F -3.7536 -6.2461 -0.1730  -0.351
F -1.7653 -7.2080 -0.1513  -0.346
C -1.7396 -3.6275 0.1804  -0.171
C -1.0740 -2.5716 -0.4230  -0.269
C 0.6372 -2.2370 -4.6691  -0.222
C 1.0117 -1.8750 -5.9523  -0.177
H 1.5063 1.4525 -5.4890  0.208
H 0.8184 0.8308 -3.1813  0.201
H 0.7214 -0.9183 -1.4777  0.186
H -0.4547 -4.0677 -3.4397  0.185
H -1.5291 -5.9227 -2.3155  0.206
H -2.2038 -3.5080 1.1592  0.208
H -1.0208 -1.6037 0.0846  0.201
H 0.3754 -3.2771 -4.5190  0.186
H 1.0087 -2.6077 -6.7585  0.207

LUMO energy ... 0.635 eV
DFT total energy ... -134223.340 eV
Net charge ... -1
Orbital gap ... 3.392 eV



2.
Molecular formula: C38H43ClN2O3SiTl
Method: DFT, the ωB97M-V functional and the def2-TZVPD basis

Last column: Mulliken charge in e.
CARTESIAN COORDINATES (ANGSTROEM)
Tl -1.1024 -0.0994 -1.0036  1.149
Cl -3.3125 0.8719 0.0050  -0.548
N 0.0336 2.0896 -1.7135  0.235
N -0.3427 -2.4783 -1.3032  -0.014
C -0.8820 2.8082 -2.3150  0.645
C -0.8787 -3.1889 -2.2537  0.565
C 1.0976 3.0085 -1.2645  1.687
C 0.3963 4.3685 -1.3405  -0.868
C 2.2681 2.9757 -2.2353  -1.577
C 1.5568 2.6676 0.1347  -1.733
H 1.9448 3.2466 -3.2494  0.349
H 2.7187 1.9780 -2.2564  0.213
H 3.0207 3.7015 -1.9057  0.410
H 0.7079 2.6925 0.8235  0.035
H 2.2924 3.4153 0.4577  0.430
H 2.0148 1.6754 0.1693  0.250
C 0.6908 -3.2952 -0.6291  1.655
C 0.6028 -4.6297 -1.3711  -0.735
C 0.3431 -3.4326 0.8392  -1.455
C 2.0539 -2.6528 -0.7988  -1.540
H 2.3145 -2.6121 -1.8638  0.494
H 2.8006 -3.2652 -0.2775  0.449
H 2.0577 -1.6412 -0.3788  -0.179
H -0.6660 -3.8467 0.9491  0.533
H 0.3756 -2.4507 1.3190  -0.292
H 1.0636 -4.1039 1.3231  0.465
O -0.3911 -4.4153 -2.4207  -0.417
H 0.2333 -5.4510 -0.7439  0.292
H 1.5336 -4.9295 -1.8672  0.365
O -0.7562 4.1279 -2.2126  -0.473
H 0.9909 5.1709 -1.7945  0.293
H 0.0059 4.6905 -0.3635  0.397
C -2.0116 2.2484 -3.1194  -1.480
C -1.9491 -2.7198 -3.1757  -1.325
C -1.4604 -1.4508 -3.7767  0.325
H -2.8467 -2.5495 -2.5633  0.281
H -2.1528 -3.5047 -3.9098  0.431
C -1.6833 -0.2395 -3.0712  1.114
C -1.5229 0.9908 -3.7598  0.530
H -2.4665 -0.3119 -2.0151  -0.851
C -0.8123 1.0136 -4.9562  1.195
C -0.4015 -0.1952 -5.5264  -1.655
C -0.4403 2.3096 -5.6243  -1.480
C -0.7411 -1.4278 -4.9658  0.865
H 0.1684 -0.1743 -6.4575  0.205
C -0.3127 -2.7085 -5.6294  -1.529
H 0.1934 -2.4806 -6.5737  0.434
H -1.1624 -3.3673 -5.8520  0.299
H 0.3899 -3.2762 -5.0018  0.206
H -1.2953 2.9893 -5.7306  0.290
H -0.0441 2.1017 -6.6254  0.464
H 0.3467 2.8449 -5.0700  0.106
H -2.3275 3.0039 -3.8485  0.425
H -2.8318 2.0464 -2.4148  0.324
O 0.1288 -0.0332 0.9437  0.263
Si 0.0483 0.1504 2.5369  -1.390
C -1.1595 -1.0776 3.2947  1.028
C -2.5233 -0.9213 3.0236  -0.198
C -3.4586 -1.8461 3.4968  -0.964
C -3.0362 -2.9606 4.2280  -0.494
C -1.6751 -3.1291 4.4998  -0.844
C -0.7434 -2.1877 4.0451  -0.027
C 1.6804 -0.2153 3.3905  0.395
C 1.7813 -0.2787 4.7883  0.317
C 3.0095 -0.5703 5.4001  -0.838
C 4.1438 -0.7913 4.6131  -0.564
C 4.0499 -0.7124 3.2200  -0.727
C 2.8216 -0.4229 2.6079  -0.334
C -0.3817 1.9061 3.0547  0.436
C -1.5621 2.4763 2.5678  0.361
C -1.9647 3.7528 2.9665  -0.882
C -1.1601 4.5010 3.8307  -0.446
C 0.0462 3.9609 4.2856  -0.772
C 0.4341 2.6701 3.9028  -0.029
H -2.8637 -0.0882 2.4035  0.087
H -4.5167 -1.6938 3.2784  0.419
H -3.7627 -3.6953 4.5796  0.347
H -1.3293 -3.9946 5.0671  0.366
H 0.3152 -2.3283 4.2747  0.328
H 0.8997 -0.1059 5.4127  0.537
H 3.0696 -0.6242 6.4885  0.382
H 5.1016 -1.0236 5.0850  0.348
H 4.9320 -0.8763 2.5995  0.386
H 2.7487 -0.3549 1.5194  -0.009
H -2.1841 1.9232 1.8551  -0.206
H -2.9084 4.1534 2.5937  0.410
H -1.4718 5.4998 4.1422  0.345
H 0.6925 4.5419 4.9454  0.384
H 1.3759 2.2572 4.2677  0.329

LUMO energy ... 2.531 eV
DFT total energy ... -74321.747 eV
Net charge ... -1
Orbital gap ... 4.664 eV



3.
Molecular formula: C22H24AgCl5N3O3S3
Method: DFT, the ωB97M-V functional and the def2-TZVPD basis

Last column: natural (NBO) charge in e.
CARTESIAN COORDINATES (ANGSTROEM)
Ag -1.1915 -0.4153 -1.6461  0.769
Cl -1.6581 -6.3500 -6.4742  0.007
C -1.3660 -4.8468 -5.6819  -0.171
C -1.6544 -4.6872 -4.3286  -0.048
Cl -2.3021 -6.0151 -3.4446  0.020
C -1.4156 -3.4793 -3.7092  -0.211
Cl -1.7950 -3.2356 -2.0462  0.005
C -0.8612 -2.3489 -4.3835  0.453
O -0.6304 -1.2607 -3.8089  -0.788
C -0.5884 -2.5677 -5.7708  -0.190
Cl 0.0685 -1.2435 -6.6524  0.020
C -0.8363 -3.7712 -6.3924  -0.059
Cl -0.4892 -3.9601 -8.0656  0.025
O -1.5961 5.7454 0.0562  -0.938
S -0.4154 4.9288 -0.0585  2.276
O 0.4166 4.8690 1.1235  -0.963
N -0.7571 3.4061 -0.5940  -0.783
C -0.1521 3.1660 -1.7189  0.089
S -0.1896 1.7357 -2.6056  -0.305
C 0.6585 4.2706 -2.2717  -0.041
C 1.4333 4.2613 -3.4216  -0.182
C 2.1468 5.4083 -3.7332  -0.214
C 2.0684 6.5409 -2.9336  -0.207
C 1.2811 6.5490 -1.7889  -0.198
C 0.5990 5.4006 -1.4742  -0.307
H 1.4663 3.3759 -4.0394  0.247
H 2.7768 5.4252 -4.6133  0.210
H 2.6310 7.4272 -3.1985  0.209
H 1.2075 7.4240 -1.1614  0.224
C 0.7840 1.0499 4.5670  -0.602
C 0.3926 2.2677 3.7360  -0.396
C -0.4226 1.9455 2.4844  -0.414
C 0.3717 1.3685 1.3151  -0.246
N 0.8411 0.0149 1.5305  -0.577
C 0.1039 -1.0790 1.3044  0.337
S -1.5251 -0.9996 0.9029  -0.352
N 0.7070 -2.2700 1.4961  -0.595
C 0.0143 -3.5397 1.4551  -0.219
C -0.8064 -3.8152 2.7201  -0.413
C 0.0244 -3.8070 4.0018  -0.398
C -0.8155 -4.1764 5.2189  -0.598
H 1.1898 1.3677 5.5263  0.201
H 1.5371 0.4462 4.0679  0.182
H -0.0853 0.4236 4.7548  0.201
H 1.2838 2.8292 3.4507  0.199
H -0.2136 2.9255 4.3614  0.201
H -0.8546 2.8746 2.1099  0.242
H -1.2326 1.2574 2.7324  0.206
H 1.2259 2.0091 1.0956  0.212
H -0.2828 1.3679 0.4357  0.259
H 1.8077 -0.1029 1.7985  0.385
H 1.6527 -2.2742 1.8485  0.384
H 0.7650 -4.3175 1.3018  0.196
H -0.6610 -3.5306 0.5968  0.242
H -1.2868 -4.7884 2.6033  0.202
H -1.5914 -3.0608 2.7911  0.224
H 0.4519 -2.8130 4.1544  0.195
H 0.8498 -4.5175 3.9068  0.185
H -1.6447 -3.4831 5.3331  0.205
H -0.2114 -4.1465 6.1229  0.203
H -1.2239 -5.1788 5.1130  0.198

LUMO energy ... 2.164 eV
DFT total energy ... -132937.336 eV
Net charge ... -1
Orbital gap ... 7.083 eV



Number 1: highest occupied orbital energy -2.76 eV. Number 2: highest occupied orbital energy -2.13 eV. Number 3: highest occupied orbital energy -4.92 eV.